[1]
Computed, not measured: C2H2O2S in the gas phase in a non-equilibrium geometry, with ωB97M-V with the def2-TZVPD basis set.

Structure (ORCA input):
```
! wB97M-V def2-TZVPD RIJCOSX def2/J DEFGRID3
* xyz 0 1
C -0.88 0.37 0.02
C 0.04 -0.72 -0.12
O -2.08 0.29 0.03
O 1.88 0.94 0.08
S 1.61 -0.48 0.09
H -0.36 1.43 0.32
H -0.20 -1.82 -0.43
*
```

Computed properties:
LUMO ... -1.48 eV
HOMO-LUMO gap ... 8.57 eV
E_tot ... -17034.26104 eV

[2]
Computed, not measured: C2H2O3 in the gas phase in a non-equilibrium geometry, with ωB97M-V with the def2-TZVPD basis set.

Structure (ORCA input):
```
! wB97M-V def2-TZVPD RIJCOSX def2/J DEFGRID3
* xyz 0 1
C -0.15 -0.40 0.01
C -1.75 0.41 -0.06
O -0.47 -1.61 0.06
O -2.79 -0.03 -0.71
O -2.74 0.13 0.74
H 0.30 0.00 -0.92
H 0.24 0.10 0.92
*
```

Computed properties:
LUMO (spin up / spin down) ... -1.22 / -1.22 eV
HOMO-LUMO gap (spin up / spin down) ... 8.58 / 8.58 eV
E_tot ... -8241.56436 eV

[3]
Computed, not measured: a 2-piece molecular cluster, C2H2O3 overall in a non-equilibrium geometry, with ωB97M-V with the def2-TZVPD basis set.

Structure (ORCA input):
```
! wB97M-V def2-TZVPD RIJCOSX def2/J DEFGRID3
* xyz 0 1
C -1.59 -0.54 0.10
C 1.61 1.23 0.33
O -0.74 -1.33 -0.54
O 2.27 1.10 1.24
O 0.99 1.39 -0.67
H -2.60 -1.10 0.25
H 0.06 -0.75 -0.71
*
```

Computed properties:
LUMO ... 0.36 eV
HOMO-LUMO gap ... 9.09 eV
E_tot ... -8246.32624 eV

[4]
Computed, not measured: a 2-piece molecular cluster, C2H2O3 overall in a non-equilibrium geometry, with ωB97M-V with the def2-TZVPD basis set.

Structure (ORCA input):
```
! wB97M-V def2-TZVPD RIJCOSX def2/J DEFGRID3
* xyz 0 1
O 1.59 -0.63 0.04
C 1.95 -0.43 -1.03
O 2.14 -0.17 -2.13
C -1.43 0.34 0.75
O -1.28 -0.56 -0.03
H -0.64 0.54 1.63
H -2.33 0.90 0.76
*
```

Computed properties:
LUMO ... 0.63 eV
HOMO-LUMO gap ... 10.88 eV
SMILES ... O=C=O.C=O
E_tot ... -8248.45180 eV

[5]
Computed, not measured: C2H2O3S in the gas phase in a non-equilibrium geometry, with ωB97M-V with the def2-TZVPD basis set.

Structure (ORCA input):
```
! wB97M-V def2-TZVPD RIJCOSX def2/J DEFGRID3
* xyz 0 1
O -0.45 -1.60 0.27
C -0.67 -0.43 -0.05
O -1.86 0.13 -0.31
C 0.39 0.62 0.03
O 0.40 1.85 0.13
S 1.92 -0.55 -0.19
H -2.50 -0.56 -0.12
H 2.78 0.52 0.24
*
```

Computed properties:
LUMO ... -0.98 eV
HOMO-LUMO gap ... 8.94 eV
SMILES ... O=C(O)C(=O)S
E_tot ... -19083.15093 eV

[6]
Computed, not measured: an isolated ion of composition C2H2O4P and charge -1 in a non-equilibrium geometry, with ωB97M-V with the def2-TZVPD basis set.

Structure (ORCA input):
```
! wB97M-V def2-TZVPD RIJCOSX def2/J DEFGRID3
* xyz -1 1
O 0.40 -2.22 0.77
C -0.55 -1.50 1.07
O -1.60 -1.70 1.66
C -0.02 -0.14 0.50
O 0.90 0.47 1.03
O -0.49 0.01 -0.78
P 0.28 1.15 -1.80
H -0.34 2.38 -1.63
H 1.41 1.54 -0.83
*
```

Computed properties:
LUMO ... 3.80 eV
HOMO-LUMO gap ... 8.14 eV
SMILES ... O=C([O-])C(=O)OP
E_tot ... -19586.30520 eV